{"formula": "C25H20N2O4", "method": "ωB97M-V with the def2-TZVPD basis set", "relative_energy_ev": 0.000, "homo_energy_ev": -8.680, "e_tot_ha": -1375.22787, "multiplicity": 1, "e_lumo_ev": 0.2, "gap_ev": 8.9, "smiles": "O=C(Oc1cccc2cccnc12)c1cccc(N2C(=O)[C@@H]3[C@H]4CC[C@H](C4)[C@@H]3C2=O)c1", "elements": ["O", "C", "O", "C", "C", "C", "C", "C", "C", "C", "C", "N", "C", "H", "H", "H", "H", "H", "H", "C", "C", "C", "C", "C", "C", "H", "H", "H", "N", "C", "O", "C", "H", "C", "C", "O", "H", "C", "H", "C", "H", "H", "C", "H", "C", "H", "H", "C", "H", "H", "H"], "positions_angstrom": [[-3.440, -2.266, 0.916], [-2.448, -1.605, 0.750], [-2.407, -0.263, 0.904], [-3.610, 0.412, 0.956], [-3.912, 1.203, 2.032], [-5.123, 1.911, 2.069], [-6.023, 1.811, 1.045], [-5.737, 1.010, -0.078], [-6.613, 0.863, -1.174], [-6.241, 0.075, -2.229], [-4.982, -0.551, -2.193], [-4.148, -0.442, -1.200], [-4.505, 0.306, -0.141], [-4.649, -1.163, -3.022], [-6.888, -0.065, -3.082], [-7.565, 1.376, -1.163], [-6.963, 2.342, 1.081], [-5.340, 2.527, 2.928], [-3.215, 1.271, 2.853], [-1.113, -2.165, 0.429], [-0.019, -1.345, 0.177], [1.207, -1.920, -0.121], [1.347, -3.303, -0.168], [0.254, -4.112, 0.090], [-0.973, -3.550, 0.386], [-1.839, -4.162, 0.587], [0.365, -5.185, 0.055], [2.307, -3.738, -0.398], [2.331, -1.092, -0.373], [3.583, -1.327, 0.181], [3.849, -2.235, 0.922], [4.512, -0.229, -0.287], [5.387, -0.674, -0.764], [3.658, 0.665, -1.187], [2.282, 0.035, -1.185], [1.307, 0.421, -1.769], [4.008, 0.765, -2.216], [3.661, 2.018, -0.451], [2.855, 2.677, -0.767], [3.662, 1.577, 1.013], [3.806, 2.407, 1.701], [2.772, 1.021, 1.305], [4.911, 0.706, 0.870], [5.242, 0.170, 1.757], [5.926, 1.714, 0.318], [6.733, 1.223, -0.224], [6.370, 2.287, 1.132], [5.066, 2.616, -0.593], [5.408, 2.608, -1.627], [5.074, 3.648, -0.246], [-0.132, -0.273, 0.202]], "forces_ev_per_angstrom": [[0.325, 0.251, 0.024], [-0.422, -0.709, 0.178], [0.023, 0.532, -0.003], [-0.342, 0.125, 0.294], [0.432, -0.415, -0.320], [-0.322, 0.089, -0.150], [0.020, 0.111, 0.211], [0.416, -0.247, -0.030], [0.080, -0.165, -0.214], [-0.231, 0.236, 0.202], [0.066, -0.039, -0.040], [0.374, -0.214, -0.168], [-0.364, 0.374, 0.153], [-0.045, -0.042, -0.124], [-0.050, -0.002, -0.059], [-0.068, 0.024, -0.015], [-0.076, 0.065, 0.025], [-0.037, 0.052, 0.051], [0.093, -0.034, 0.056], [0.266, -0.098, -0.089], [-0.031, -0.089, 0.036], [-0.266, -0.261, 0.071], [-0.003, 0.154, -0.034], [-0.004, 0.023, -0.011], [-0.124, 0.175, 0.028], [-0.066, -0.049, 0.010], [0.003, -0.083, 0.003], [0.062, -0.015, -0.006], [-0.346, -0.289, 0.035], [0.297, 0.181, -0.033], [0.070, -0.094, 0.093], [0.256, -0.106, 0.155], [-0.057, -0.035, 0.006], [-0.084, 0.262, -0.167], [0.304, 0.131, -0.225], [-0.120, 0.096, -0.043], [-0.060, -0.045, 0.016], [-0.179, 0.191, -0.170], [-0.017, -0.010, -0.013], [-0.021, 0.001, 0.021], [-0.013, 0.052, 0.064], [-0.087, -0.012, 0.072], [0.161, -0.182, 0.208], [-0.003, -0.020, 0.001], [0.126, -0.091, 0.085], [0.074, -0.027, 0.023], [0.040, -0.008, 0.008], [-0.066, 0.118, -0.118], [-0.005, 0.057, -0.060], [0.005, 0.030, -0.030], [0.018, 0.052, -0.008]]}

***

{"formula": "C25H20N7O8S2Ti", "method": "ωB97M-V with the def2-TZVPD basis set", "relative_energy_ev": 0.385, "homo_energy_ev": [-3.055, -5.122], "total_charge": -1, "e_tot_ha": -3595.74680, "multiplicity": 3, "e_lumo_ev": [1.7, 1.8], "gap_ev": [4.8, 6.9], "elements": ["Ti", "C", "S", "C", "S", "N", "N", "C", "C", "C", "C", "C", "C", "N", "H", "H", "H", "H", "H", "H", "H", "H", "O", "C", "C", "C", "C", "C", "C", "C", "O", "N", "O", "O", "H", "H", "H", "H", "O", "C", "C", "C", "C", "C", "C", "C", "O", "N", "O", "O", "H", "H", "H", "H", "N", "C", "C", "C", "N", "H", "H", "H", "H"], "positions_angstrom": [[-0.374, 0.531, -0.359], [-2.983, -4.751, -0.992], [-3.609, -3.120, -1.387], [-2.152, -2.187, -1.861], [-0.597, -2.815, -1.900], [-2.597, -0.966, -2.124], [-1.667, 0.036, -2.053], [-1.852, 1.002, -2.879], [-1.085, 2.253, -2.737], [-1.332, 3.332, -3.578], [-0.656, 4.518, -3.355], [0.247, 4.596, -2.307], [0.447, 3.469, -1.523], [-0.190, 2.325, -1.746], [-3.565, -5.505, -1.519], [-3.033, -4.937, 0.080], [-1.940, -4.801, -1.314], [-2.616, 0.904, -3.647], [-2.051, 3.233, -4.380], [-0.840, 5.376, -3.990], [0.791, 5.503, -2.088], [1.145, 3.459, -0.695], [-1.933, 1.720, 0.243], [-2.772, 1.540, 1.120], [-2.896, 0.341, 1.911], [-3.877, 0.300, 2.910], [-4.010, -0.833, 3.660], [-3.205, -1.967, 3.461], [-2.248, -1.948, 2.485], [-2.066, -0.788, 1.686], [-1.171, -0.789, 0.765], [-5.040, -0.867, 4.718], [-5.176, -1.909, 5.334], [-5.689, 0.144, 4.913], [-3.488, 2.351, 1.319], [-4.521, 1.150, 3.090], [-3.360, -2.838, 4.080], [-1.607, -2.795, 2.293], [0.725, 1.496, 0.957], [2.023, 1.700, 0.882], [2.852, 1.271, -0.170], [4.200, 1.705, -0.191], [5.032, 1.340, -1.220], [4.633, 0.539, -2.281], [3.315, 0.092, -2.271], [2.429, 0.424, -1.253], [1.196, -0.065, -1.299], [6.430, 1.838, -1.199], [6.773, 2.553, -0.273], [7.164, 1.506, -2.114], [2.474, 2.275, 1.691], [4.576, 2.333, 0.605], [5.323, 0.276, -3.066], [2.941, -0.545, -3.061], [2.070, -2.362, 0.717], [2.762, -3.333, 1.340], [2.815, -2.982, 2.671], [2.095, -1.769, 2.738], [1.645, -1.412, 1.547], [1.751, -2.310, -0.243], [3.162, -4.171, 0.800], [3.296, -3.520, 3.467], [1.886, -1.147, 3.591]], "forces_ev_per_angstrom": [[0.950, -0.250, -0.170], [0.071, -0.183, -0.069], [-0.037, -0.037, -0.070], [-0.125, 0.164, 0.390], [-0.192, 0.160, -0.067], [0.569, -0.016, 0.182], [-0.471, -0.219, -0.620], [0.262, 0.383, -0.072], [-0.409, -0.476, -0.325], [0.082, 0.120, -0.021], [-0.086, -0.050, -0.095], [0.103, -0.073, 0.137], [0.140, 0.001, -0.127], [-0.391, -0.090, 0.256], [-0.028, -0.010, -0.004], [-0.002, 0.047, 0.008], [-0.027, 0.028, 0.002], [0.063, 0.131, 0.021], [-0.016, 0.011, 0.010], [0.019, 0.013, -0.002], [-0.002, 0.009, -0.024], [-0.027, 0.056, 0.010], [-0.229, 0.495, -0.044], [-0.230, -0.375, 0.395], [-0.349, 0.377, 0.170], [0.155, -0.001, -0.163], [-0.515, -0.064, 0.572], [0.165, -0.002, -0.213], [-0.211, 0.085, 0.208], [0.301, -0.129, -0.426], [-0.403, -0.380, 0.419], [0.502, -0.072, -0.469], [-0.109, 0.133, 0.063], [-0.089, -0.066, 0.097], [-0.015, -0.081, 0.055], [0.001, -0.003, 0.009], [-0.012, 0.011, 0.016], [0.033, -0.016, -0.029], [0.618, 0.488, -0.094], [-0.633, -0.258, -0.011], [0.529, 0.154, 0.015], [-0.221, -0.090, 0.007], [0.768, 0.345, 0.114], [-0.420, -0.197, -0.046], [0.417, 0.010, -0.153], [-0.610, -0.121, 0.195], [0.529, 0.167, 0.015], [-0.621, -0.248, -0.014], [0.124, 0.002, -0.073], [0.088, 0.089, 0.083], [0.021, 0.004, 0.016], [0.016, 0.006, -0.008], [0.014, 0.014, 0.002], [-0.023, -0.012, -0.014], [-0.276, 0.067, -0.185], [0.041, 0.018, 0.020], [-0.066, 0.049, -0.051], [0.098, -0.166, -0.062], [0.035, 0.112, 0.132], [0.061, -0.011, 0.013], [0.021, -0.062, -0.013], [0.033, -0.022, 0.045], [0.014, 0.030, 0.059]]}

***

{"formula": "C25H20O7", "method": "ωB97M-V with the def2-TZVPD basis set", "homo_energy_ev": -7.990, "e_tot_ha": -1491.33520, "multiplicity": 1, "e_lumo_ev": 0.1, "gap_ev": 8.1, "smiles": "CCCc1cc2c(=O)c(-c3ccc4c(c3)OCCO4)coc2cc1OC(=O)c1ccco1", "elements": ["C", "C", "H", "H", "C", "C", "C", "C", "C", "C", "C", "O", "C", "O", "C", "C", "C", "C", "O", "H", "H", "H", "H", "O", "C", "C", "C", "C", "C", "C", "C", "C", "H", "H", "O", "C", "C", "H", "O", "H", "H", "H", "H", "C", "O", "H", "H", "H", "H", "H", "H", "H"], "positions_angstrom": [[-4.260, -1.165, -4.288], [-3.382, -1.198, -3.044], [-3.923, -1.684, -2.230], [-2.479, -1.779, -3.244], [-2.983, 0.216, -2.606], [-2.125, 0.179, -1.377], [-0.757, 0.302, -1.447], [0.053, 0.242, -0.309], [-0.556, 0.050, 0.933], [-1.942, -0.084, 1.035], [-2.712, -0.021, -0.109], [-4.081, -0.175, -0.130], [-4.889, -0.102, 0.943], [-4.559, 0.140, 2.076], [-6.273, -0.353, 0.536], [-7.418, -0.369, 1.298], [-8.470, -0.664, 0.412], [-7.893, -0.806, -0.819], [-6.575, -0.620, -0.754], [-8.312, -1.032, -1.780], [-9.509, -0.760, 0.650], [-7.473, -0.190, 2.352], [-2.382, -0.228, 2.007], [0.161, -0.020, 2.079], [1.491, 0.108, 1.998], [2.209, 0.300, 0.870], [3.670, 0.444, 0.932], [4.476, -0.142, -0.036], [5.856, -0.013, 0.019], [6.448, 0.699, 1.066], [5.639, 1.309, 2.017], [4.268, 1.188, 1.950], [3.653, 1.685, 2.684], [6.114, 1.875, 2.802], [7.809, 0.819, 1.193], [8.528, -0.082, 0.380], [7.927, -0.121, -1.024], [7.944, 0.891, -1.452], [6.603, -0.600, -0.971], [8.479, -0.802, -1.673], [8.491, -1.090, 0.816], [9.560, 0.272, 0.362], [4.049, -0.700, -0.852], [1.515, 0.379, -0.426], [2.070, 0.551, -1.497], [1.953, 0.022, 2.972], [-0.265, 0.455, -2.396], [-2.437, 0.703, -3.415], [-3.890, 0.788, -2.403], [-5.172, -0.606, -4.093], [-3.736, -0.691, -5.115], [-4.533, -2.174, -4.588]], "forces_ev_per_angstrom": [[0.122, -0.129, 0.178], [-0.116, 0.222, -0.177], [0.062, -0.061, 0.039], [0.019, -0.036, 0.071], [-0.041, -0.330, 0.061], [-0.139, 0.119, 0.053], [-0.142, -0.026, 0.261], [-0.130, -0.063, 0.288], [-0.234, 0.067, -1.045], [-0.001, -0.057, 0.316], [0.742, 0.104, 0.136], [0.103, -0.051, -0.305], [-0.078, 0.110, 0.454], [-0.148, -0.089, -0.413], [-0.651, 0.059, 0.868], [0.923, 0.057, -0.347], [0.102, -0.083, -0.563], [-0.795, -0.030, 0.433], [0.489, 0.010, -0.300], [0.063, -0.019, -0.162], [-0.226, -0.033, -0.021], [0.057, 0.047, 0.229], [-0.015, 0.001, 0.001], [-0.203, 0.007, 0.248], [0.544, -0.006, -0.320], [-0.277, -0.066, 0.136], [0.230, 0.083, 0.073], [0.227, 0.007, 0.084], [0.002, 0.088, 0.097], [-0.074, -0.060, 0.033], [0.241, -0.133, -0.124], [-0.015, -0.065, -0.120], [-0.067, 0.085, 0.069], [0.066, 0.067, 0.103], [-0.309, 0.244, 0.107], [0.054, -0.320, -0.480], [0.474, 0.203, 0.268], [0.002, -0.114, 0.006], [-0.350, -0.095, 0.130], [0.002, 0.092, 0.063], [0.035, 0.109, -0.029], [-0.074, -0.076, -0.035], [-0.042, -0.033, -0.104], [-0.212, 0.004, 0.164], [-0.014, -0.022, 0.040], [-0.027, -0.013, -0.006], [0.026, 0.024, -0.104], [-0.017, 0.068, 0.005], [0.006, 0.072, -0.097], [-0.126, 0.066, -0.031], [0.009, 0.052, -0.128], [-0.075, -0.061, -0.103]]}

***

Number 2 is which compound? C25H20N7O8S2Ti

***

Which formula does entry 1 have? C25H20N2O4